Entry from OMol25: one molecule with the formula C2H4N2O (the ωB97M-V functional and the def2-TZVPD basis).

Its charge is 0. The HOMO-LUMO gap comes out at 9.1 eV. The calculation puts the HOMO energy at -8.321 eV. The electronic energy comes out at -7164.486 eV. As for the spin multiplicity: 1. As for the energy above the lowest of the compared OMol25 structures with the same formula, charge and spin: 46.0 kcal per mole.

Each line ends with the natural charge from an NBO analysis.
Geometry (Å):
O 2.079 -0.703 -1.398  -0.55
N -0.659 1.168 0.151  -0.80
N 0.437 -0.765 0.369  -0.69
C 1.167 -0.095 -0.951  0.40
C -0.653 -0.056 0.630  0.34
H -1.538 1.666 0.142  0.39
H 0.218 1.026 -0.701  0.33
H -1.503 -0.489 1.165  0.18
H 0.452 -1.752 0.593  0.39



Entry from OMol25: a 2-piece molecular cluster, CH3N4 overall at a distorted geometry (the ωB97M-V functional and the def2-TZVPD basis).

Its charge is +1. The HOMO-LUMO gap comes out at 12.6 eV. The calculation puts the HOMO energy at -17.457 eV. The electronic energy comes out at -7038.592 eV. As for the spin multiplicity: 1. As for the energy above the lowest of the compared OMol25 structures with the same formula, charge and spin: 0.0 kcal per mole.

Each line ends with the natural charge from an NBO analysis.
Geometry (Å):
N 1.641 0.117 -2.526  0.09
N 0.812 -0.467 -2.089  -0.08
N -0.660 -0.894 0.638  -0.78
N -0.061 1.396 0.873  -0.46
C -0.324 0.277 0.924  0.77
H 0.347 2.272 1.235  0.50
H -1.376 -1.414 1.178  0.48
H -0.380 -1.287 -0.233  0.48



Entry from OMol25: a 6-piece molecular cluster, C49H75NO15P2S overall at a distorted geometry (the ωB97M-V functional and the def2-TZVPD basis).

Its charge is 0. The HOMO-LUMO gap comes out at 7.1 eV. As for the SMILES: CCCOc1ccc2c(c1)Nc1c(CCCCCCCCCOC)c(P(CC)CC)cc(P(=O)(O)O)c1S2.O=C1CCCO1.O=C1CCCO1.O=C1CCCO1.O=C1CCCO1.O=C1CCCO1. The calculation puts the HOMO energy at -7.564 eV. The electronic energy comes out at -113622.211 eV. As for the spin multiplicity: 1. As for the energy above the lowest of the compared OMol25 structures with the same formula, charge and spin: 584.2 kcal per mole.

Each line ends with the Löwdin charge.
Geometry (Å):
S -4.415 0.383 -3.513  0.82
P -2.114 0.658 3.215  0.91
P -6.542 -1.191 -0.868  0.73
O 8.754 1.347 -0.096  0.10
O 0.720 -3.998 2.971  0.00
O -6.591 -2.593 0.221  -0.23
O -12.260 -5.076 -2.986  0.09
O -9.978 -5.126 -2.844  0.03
O -1.806 -2.789 7.657  0.10
O 1.410 3.229 -4.633  0.09
O 3.497 1.806 4.116  -0.26
O 1.873 5.223 -3.614  -0.01
O 7.620 -0.067 1.299  0.00
O -1.646 -0.508 7.713  -0.01
O 1.827 -0.569 -5.668  -0.20
O -7.972 -0.178 -0.730  -0.22
O -6.604 -1.823 -2.343  -0.41
O 1.854 -2.584 1.576  0.09
N -1.737 1.822 -2.415  -0.04
C 1.681 5.236 -5.957  -0.08
C -3.989 0.412 -1.649  -0.33
C 8.585 -1.008 -0.626  -0.09
C 0.500 -5.407 3.025  -0.16
C 4.068 -1.872 -6.651  -0.15
C -9.510 -3.014 -3.714  -0.17
C 5.069 2.993 1.713  -0.19
C -2.859 0.574 1.418  -0.27
C -1.950 1.314 0.240  -0.06
C -0.546 2.121 0.495  -0.17
C -0.404 -1.709 9.307  -0.08
C 0.655 -5.888 1.606  -0.17
C 2.684 3.475 0.409  -0.21
C 1.645 4.424 -4.697  -0.44
C -1.453 0.866 -3.552  -0.16
C 1.441 -3.699 1.851  -0.45
C 2.384 6.491 -5.504  -0.17
C -4.307 -0.186 1.079  -0.03
C -0.636 3.713 -0.012  -0.18
C -2.704 0.036 -4.290  -0.37
C 7.555 -1.957 -0.066  -0.17
C -10.974 -3.061 -3.359  -0.09
C -0.518 -0.270 9.740  -0.17
C 2.003 6.576 -4.049  -0.17
C -2.453 -0.983 -5.551  -0.05
C -1.363 -1.768 8.157  -0.46
C -0.875 0.434 8.457  -0.17
C -3.070 -0.496 4.410  -0.42
C 3.461 1.054 2.837  -0.21
C -8.938 -4.151 -2.909  -0.17
C -4.901 -0.289 -0.482  -0.22
C 0.555 4.055 -1.085  -0.23
C -0.009 -1.207 4.259  -0.17
C -0.863 -1.173 -6.034  0.00
C 0.410 -0.405 -5.310  -0.14
C 1.924 4.681 -0.422  -0.21
C 4.326 3.521 0.314  -0.20
C 4.842 1.375 1.976  -0.16
C -0.394 -0.232 2.998  -0.41
C -3.280 -2.035 3.805  -0.19
C 3.015 -1.233 -7.774  -0.21
C -11.179 -4.515 -3.062  -0.46
C -2.553 1.199 -1.305  -0.12
C 0.095 0.652 -4.056  0.09
C 2.144 1.863 4.732  -0.11
C 8.341 0.232 0.179  -0.46
C 1.685 -4.939 1.046  -0.08
C 7.400 -1.476 1.353  -0.17
C 2.126 -0.039 -7.013  -0.20
H 1.242 -5.850 3.697  0.13
H 0.946 -6.939 1.537  0.12
H 4.630 -1.009 -6.049  0.09
H 0.009 0.704 7.871  0.13
H 3.435 -0.119 3.045  0.13
H 1.327 2.319 4.017  0.09
H 5.735 0.874 2.582  0.11
H 2.900 0.854 -6.845  0.14
H 1.172 -1.337 4.234  0.08
H 4.912 -2.530 -7.145  0.07
H -9.385 -3.217 -4.785  0.12
H -0.464 -0.871 1.996  0.10
H -0.291 -5.762 1.066  0.13
H -2.657 -2.752 4.526  0.07
H 1.045 7.085 -3.899  0.13
H 1.657 5.605 0.281  0.12
H -2.777 -2.146 2.731  0.07
H 4.635 3.629 2.625  0.12
H -8.678 -3.849 -1.889  0.12
H -11.194 -2.478 -2.460  0.13
H 9.604 -1.359 -0.442  0.14
H 8.142 -1.919 2.025  0.13
H 0.601 -1.947 8.946  0.14
H -7.011 -2.252 1.065  0.07
H 2.513 1.300 2.191  0.10
H -0.238 2.201 1.646  0.08
H -8.666 -0.745 -0.277  0.08
H 3.546 -0.859 -8.748  0.11
H 7.846 -3.008 -0.135  0.12
H 1.525 -4.756 -0.019  0.13
H 3.468 6.359 -5.596  0.12
H -0.689 -1.922 -6.929  0.09
H 6.609 -1.831 -0.606  0.12
H 2.242 4.723 -6.741  0.13
H 2.102 7.380 -6.075  0.12
H -8.055 -4.585 -3.387  0.13
H -4.410 -2.337 3.720  0.07
H -1.469 1.335 8.638  0.13
H 8.425 -0.825 -1.691  0.13
H -0.285 -0.785 5.316  0.06
H -1.679 3.935 -0.495  0.10
H -0.454 -2.268 4.022  0.06
H 1.881 0.761 5.054  0.08
H 0.488 0.564 2.889  0.03
H -4.965 -0.702 1.931  0.08
H 4.776 0.783 0.961  0.12
H 0.656 5.438 -6.281  0.14
H 2.704 -5.290 1.231  0.14
H -1.338 -0.167 10.461  0.12
H -4.146 -0.120 4.697  0.08
H -9.037 -2.052 -3.496  0.11
H 2.134 2.512 5.715  0.10
H -0.500 -5.609 3.417  0.13
H 2.304 3.517 1.516  0.11
H 4.713 4.625 0.147  0.11
H 0.119 4.873 -1.832  0.11
H 6.231 3.261 1.687  0.12
H 1.187 0.287 -7.631  0.13
H -0.702 -2.393 10.104  0.13
H 2.630 5.119 -1.277  0.10
H -2.447 -0.509 5.424  0.06
H 0.885 3.096 -1.713  0.10
H 4.680 2.793 -0.545  0.11
H 6.400 -1.678 1.745  0.13
H 3.526 -2.544 -5.859  0.08
H 0.391 0.120 10.206  0.12
H 0.963 1.245 -3.505  0.09
H -11.600 -2.737 -4.193  0.13
H -0.467 4.442 0.917  0.12
H 2.349 2.454 -0.106  0.11
H 0.284 1.631 -0.173  0.11
H -2.381 2.553 -2.842  0.13
H 2.242 -2.100 -8.038  0.11
H 2.770 7.082 -3.455  0.13
H -3.353 -1.552 -6.058  0.10



Entry from OMol25: C4H12CrN3O11S as an isolated structure at a distorted geometry (the ωB97M-V functional and the def2-TZVPD basis).

Its charge is 0. The HOMO-LUMO gap (alpha / beta) comes out at 6.3 / 4.1 eV. The calculation puts the HOMO energy (alpha / beta) at -7.429 / -7.630 eV. The electronic energy comes out at -70580.363 eV. As for the spin multiplicity: 6.

Each line ends with the natural charge from an NBO analysis.
Geometry (Å):
Cr -21.013 -6.550 3.302  1.36
S -21.988 -4.745 4.979  2.54
O -23.144 -5.996 2.364  -0.39
O -21.489 -4.180 6.215  -0.70
O -20.568 -6.852 1.244  -0.99
O -19.026 -8.730 5.318  -0.30
O -22.165 -6.212 4.884  -0.97
O -25.012 -4.934 2.019  -0.37
O -23.123 -3.848 4.857  -0.63
O -22.008 -8.744 3.949  -0.41
O -21.075 -4.511 3.834  -0.98
O -24.155 -8.892 3.835  -0.34
O -19.346 -6.793 4.617  -0.46
N -18.776 -7.555 5.426  0.54
N -23.094 -9.014 4.454  0.54
N -23.812 -5.173 1.802  0.56
C -23.178 -4.482 0.631  -0.49
C -17.998 -6.964 6.524  -0.48
C -20.641 -7.546 -0.006  -0.23
C -23.241 -9.319 5.870  -0.49
H -23.272 -8.339 6.347  0.26
H -16.981 -6.936 6.132  0.25
H -20.243 -7.034 -0.882  0.15
H -22.299 -9.718 6.247  0.23
H -19.960 -8.387 0.125  0.15
H -18.057 -7.542 7.447  0.25
H -22.571 -5.153 0.024  0.26
H -18.463 -6.011 6.772  0.26
H -21.571 -8.077 -0.213  0.14
H -23.905 -4.095 -0.083  0.23
H -22.541 -3.776 1.164  0.24
H -24.099 -9.950 6.100  0.25